83
Properties=species:S:1:pos:R:3 method="wB97M-V/def2-TZVPD" total_charge=+1 energy_ha=-1870.17553 spin_multiplicity=1 homo_ev=-11.18 orbital_gap_ha=0.2662
C 1.81 2.82 -0.93
C 2.56 1.93 -0.38
C 2.03 0.71 0.37
O 1.07 0.01 -0.36
C 1.59 -0.54 -1.60
C 1.20 -2.02 -1.57
C 2.12 -2.75 -0.55
N 1.36 -3.58 0.39
C 1.02 0.28 -2.79
C 0.61 -0.53 -4.04
C -0.81 -1.15 -4.02
C -1.87 -0.24 -4.70
C -2.76 0.43 -3.65
C -3.72 1.48 -4.29
C -3.65 2.80 -3.50
C -4.58 2.86 -2.30
O -4.53 1.71 -1.44
C -3.47 1.62 -0.65
C -3.17 0.22 -0.21
O -2.81 2.53 -0.28
C 1.33 1.26 1.64
Cl 2.65 2.14 2.65
N 0.66 0.30 2.41
C 0.09 0.84 3.63
C -0.62 2.17 3.47
O -1.26 2.54 4.67
C 1.50 -0.90 2.62
C 1.17 -1.75 3.84
C -0.12 -2.61 3.79
C -1.12 -2.22 2.69
C 0.20 -4.13 3.61
H 0.73 2.84 -0.86
H 2.28 3.62 -1.48
H 3.63 2.05 -0.46
H 2.91 0.12 0.63
H 2.67 -0.48 -1.61
H 0.17 -2.14 -1.25
H 1.35 -2.52 -2.52
H 2.78 -3.40 -1.13
H 2.77 -2.04 -0.05
H 1.93 -4.37 0.65
H 0.50 -3.92 -0.03
H 1.82 0.95 -3.11
H 0.21 0.92 -2.46
H 0.62 0.16 -4.88
H 1.39 -1.25 -4.25
H -0.77 -2.14 -4.47
H -1.11 -1.31 -2.99
H -1.43 0.51 -5.35
H -2.54 -0.89 -5.25
H -3.36 -0.30 -3.11
H -2.12 0.98 -2.96
H -4.74 1.12 -4.23
H -3.44 1.64 -5.32
H -2.63 3.03 -3.20
H -3.97 3.60 -4.17
H -4.40 3.78 -1.77
H -5.60 2.91 -2.67
H -4.10 -0.25 0.10
H -2.75 -0.36 -1.03
H -2.49 0.22 0.62
H 0.67 2.03 1.26
H 0.88 0.98 4.38
H -0.62 0.17 4.10
H 0.03 2.97 3.11
H -1.38 2.05 2.70
H -2.15 2.82 4.45
H 2.56 -0.66 2.66
H 1.38 -1.54 1.75
H 2.00 -2.46 3.92
H 1.22 -1.20 4.78
H -0.60 -2.54 4.76
H -1.70 -1.36 3.02
H -1.86 -3.02 2.60
H -0.68 -2.07 1.72
H -0.30 -4.53 2.73
H 1.26 -4.34 3.59
H -0.21 -4.69 4.45
N 6.15 1.62 2.82
H 5.19 1.85 2.53
H 6.79 2.34 2.49
H 6.19 1.55 3.84
H 6.42 0.72 2.41

***

89
Properties=species:S:1:pos:R:3 method="wB97M-V/def2-TZVPD" smiles="CCN[C@@]1(CCO)OS(=O)(=O)[C@H](CCF)[C@](CNC)(P(N)O)[C@@]1(CCCCCCCCCCOC)COO" energy_ha=-2550.35204 spin_multiplicity=1 homo_ev=-8.59 orbital_gap_ha=0.3239
C -2.19 1.29 5.62
C -2.01 -0.18 4.98
N -1.38 0.02 3.69
C -0.99 -1.19 2.95
C 0.60 -1.17 3.06
C 1.15 -1.06 4.53
O 2.60 -1.06 4.51
O -1.59 -2.27 3.72
S -0.97 -3.72 3.26
O 0.18 -4.02 4.17
O -2.02 -4.74 3.59
C -0.57 -3.80 1.48
C 0.89 -4.39 1.16
C 1.15 -5.77 1.93
F 2.22 -5.55 2.82
C -0.93 -2.49 0.59
C -1.97 -3.15 -0.46
N -2.54 -2.29 -1.49
C -2.41 -2.99 -2.80
P 0.54 -2.09 -0.57
N 1.81 -1.21 0.24
O 0.05 -0.94 -1.77
C -1.53 -1.26 1.43
C -1.34 0.16 0.77
C -2.35 0.59 -0.37
C -2.18 2.18 -0.52
C -0.79 2.57 -1.16
C -0.97 3.32 -2.55
C 0.37 3.10 -3.38
C 0.97 4.45 -3.96
C 2.36 4.08 -4.64
C 3.38 5.29 -4.64
C 4.89 4.86 -4.57
O 5.33 4.19 -5.76
C 6.70 3.80 -5.62
C -3.09 -1.60 1.60
O -3.78 -0.77 2.52
O -4.87 -1.47 3.08
H -2.17 1.23 6.74
H -3.22 1.65 5.32
H -1.45 2.02 5.21
H -3.06 -0.58 4.94
H -1.39 -0.73 5.75
H -0.68 0.76 3.67
H 0.93 -0.24 2.51
H 1.12 -2.03 2.57
H 0.74 -1.80 5.25
H 0.88 -0.04 4.93
H 2.89 -1.71 3.86
H -1.20 -4.69 1.15
H 1.71 -3.69 1.43
H 0.92 -4.73 0.09
H 1.45 -6.58 1.23
H 0.23 -6.09 2.52
H -1.33 -3.93 -0.99
H -2.75 -3.78 0.07
H -3.56 -2.19 -1.36
H -2.83 -4.05 -2.72
H -2.97 -2.46 -3.61
H -1.33 -3.12 -3.07
H 1.95 -0.27 -0.13
H 2.70 -1.71 0.11
H 0.19 -1.40 -2.62
H -0.31 0.34 0.36
H -1.46 1.02 1.50
H -3.44 0.46 -0.09
H -2.13 0.19 -1.38
H -2.99 2.47 -1.26
H -2.40 2.70 0.46
H -0.18 1.64 -1.35
H -0.26 3.24 -0.42
H -1.85 2.90 -3.10
H -1.19 4.40 -2.34
H 1.16 2.66 -2.70
H 0.18 2.34 -4.19
H 1.11 5.14 -3.08
H 0.27 4.93 -4.69
H 2.82 3.17 -4.14
H 2.17 3.79 -5.70
H 3.20 6.00 -3.78
H 3.20 5.88 -5.58
H 5.51 5.80 -4.46
H 5.10 4.21 -3.67
H 6.80 2.89 -4.97
H 7.31 4.64 -5.17
H 7.14 3.58 -6.62
H -3.25 -2.69 1.89
H -3.67 -1.49 0.64
H -5.33 -0.78 3.59

***

87
Properties=species:S:1:pos:R:3 method="wB97M-V/def2-TZVPD" smiles=COCCOCCOC.COCCOCCOC.COCCOCCOC.CC#N.CC#N.CC#N e_above_lowest_kj_mol=344.8 energy_ha=-1786.26022 spin_multiplicity=1 homo_ev=-9.51 orbital_gap_ha=0.3615
C -0.86 -9.13 -7.32
O -0.10 -9.02 -6.14
C -0.78 -8.40 -5.07
C -1.01 -6.93 -5.32
O -1.62 -6.26 -4.22
C -0.72 -6.05 -3.15
C -1.47 -5.47 -1.95
O -2.39 -6.41 -1.44
C -3.29 -5.78 -0.55
H -1.85 -9.53 -7.08
H -0.31 -9.74 -8.03
H -1.02 -8.15 -7.79
H -0.16 -8.58 -4.19
H -1.74 -8.90 -4.86
H -1.77 -6.83 -6.10
H -0.11 -6.40 -5.62
H 0.07 -5.35 -3.45
H -0.30 -7.00 -2.82
H -2.01 -4.58 -2.30
H -0.72 -5.17 -1.21
H -3.64 -4.80 -0.90
H -2.90 -5.72 0.46
H -4.21 -6.39 -0.52
C 4.15 6.84 3.96
O 4.08 5.80 4.88
C 2.74 5.50 5.22
C 1.96 4.84 4.10
O 2.56 3.65 3.72
C 2.02 3.07 2.55
C 0.59 2.57 2.72
O 0.59 1.73 3.85
C -0.70 1.47 4.37
H 3.81 6.62 2.94
H 5.20 7.15 3.88
H 3.57 7.73 4.25
H 2.22 6.42 5.52
H 2.73 4.83 6.08
H 1.84 5.56 3.27
H 0.94 4.68 4.49
H 2.64 2.23 2.26
H 2.05 3.84 1.76
H 0.40 2.01 1.80
H -0.09 3.43 2.80
H -1.21 0.68 3.81
H -1.28 2.40 4.34
H -0.63 1.10 5.39
C 2.37 0.68 -0.87
O 1.39 1.64 -0.58
C 1.30 2.62 -1.59
C -0.03 3.37 -1.50
O -0.03 4.16 -0.33
C -1.22 4.79 0.07
C -0.93 5.83 1.14
O -1.91 6.84 1.00
C -1.60 8.03 1.67
H 3.33 1.15 -1.12
H 2.14 0.10 -1.77
H 2.47 0.01 -0.02
H 1.38 2.17 -2.58
H 2.15 3.32 -1.55
H -0.91 2.72 -1.53
H -0.01 4.06 -2.35
H -1.90 4.00 0.42
H -1.64 5.33 -0.79
H 0.08 6.24 1.05
H -1.07 5.43 2.15
H -2.43 8.72 1.54
H -0.69 8.47 1.24
H -1.47 7.88 2.75
C -1.58 0.13 0.52
C -2.40 -0.93 -0.05
N -3.00 -1.82 -0.45
H -0.76 0.52 -0.08
H -1.22 -0.24 1.48
H -2.18 1.01 0.77
C -0.08 -2.04 -2.27
C -0.52 -0.68 -2.59
N -0.87 0.39 -2.82
H 0.93 -2.02 -1.88
H -0.27 -2.63 -3.17
H -0.80 -2.39 -1.54
C 0.77 -3.76 3.21
C 0.79 -2.66 2.25
N 0.85 -1.78 1.51
H -0.15 -4.33 3.14
H 0.92 -3.41 4.23
H 1.54 -4.46 2.87